Below is a structure of composition C64H60ClN6O4SSbTi, with properties calculated with ωB97M-V with the def2-TZVPD basis set.

Summary:
HOMO-LUMO gap (eV): 6.7935
HOMO energy (eV): -12.04
E (Ha): -5052.07100
E_LUMO (eV): -5.25
Charge: +2
ΔE to the lowest compared entry with this formula, charge and spin (eV): 0.372

Positions of all 138 atoms, in Å:
Ti -0.459 0.456 -0.270
C -6.296 3.313 2.687
C -5.216 2.807 1.764
C -5.345 2.799 0.399
C -4.362 2.275 -0.476
C -4.779 2.349 -1.839
N -4.499 1.646 -2.888
C -3.833 0.345 -2.951
C -2.844 0.270 -4.102
C -1.831 -0.818 -3.761
N -0.647 -0.783 -4.627
C 0.117 0.213 -4.901
C 0.097 1.544 -4.351
C 0.286 2.557 -5.304
C 0.223 3.894 -4.975
C 0.351 4.977 -6.015
C 0.092 4.178 -3.617
C -0.002 3.209 -2.626
C 0.141 3.687 -1.245
N 0.157 2.982 -0.196
C 0.413 3.715 1.058
C 1.241 2.928 2.069
C 0.618 1.567 2.452
N -0.581 1.329 1.625
C -1.682 1.728 2.123
C -2.956 1.917 1.446
C -3.987 2.372 2.253
C -3.117 1.810 0.038
O -2.147 1.413 -0.735
C -0.052 1.846 -2.976
O -0.086 0.887 -2.087
H -7.213 3.531 2.142
H -5.984 4.227 3.197
H -6.531 2.574 3.454
H -6.261 3.186 -0.038
H -5.505 3.132 -2.042
H -4.948 1.954 -3.742
H -4.616 -0.410 -3.029
H -3.345 0.178 -2.002
H -2.348 1.235 -4.206
H -3.337 0.045 -5.050
H -2.262 -1.810 -3.880
H -1.505 -0.725 -2.732
H -0.429 -1.660 -5.085
H 0.836 0.019 -5.694
H 0.461 2.270 -6.338
H -0.449 4.912 -6.753
H 1.298 4.899 -6.550
H 0.306 5.965 -5.560
H 0.126 5.217 -3.302
H 0.323 4.764 -1.169
H -0.560 3.968 1.489
H 0.915 4.661 0.844
H 1.345 3.548 2.961
H 2.234 2.765 1.658
H 0.313 1.550 3.500
H 1.319 0.757 2.294
H -1.679 2.041 3.168
H -3.807 2.426 3.324
O -3.946 -0.971 -0.388
C -3.209 -1.204 0.552
N -3.572 -1.871 1.680
C -2.476 -2.078 2.609
C -1.372 -1.365 1.826
O -0.223 -1.234 2.211
N -1.853 -0.850 0.654
C -2.658 -1.333 3.931
C -1.675 -1.451 4.913
C -1.794 -0.759 6.107
C -2.899 0.054 6.340
C -3.881 0.171 5.369
C -3.758 -0.517 4.163
C -2.203 -3.569 2.815
C -1.042 -4.197 2.383
C -0.884 -5.569 2.561
C -1.878 -6.316 3.172
C -3.036 -5.688 3.616
C -3.193 -4.323 3.442
H -4.462 -2.334 1.747
H -0.816 -2.087 4.734
H -1.027 -0.860 6.865
H -3.000 0.578 7.282
H -4.753 0.788 5.551
H -4.526 -0.415 3.405
H -0.248 -3.624 1.921
H 0.024 -6.052 2.221
H -1.750 -7.382 3.310
H -3.812 -6.261 4.108
H -4.088 -3.835 3.820
S 2.312 1.036 -0.435
Sb 4.310 0.121 0.223
C 5.542 1.772 0.658
C 5.477 2.804 -0.280
C 6.210 3.963 -0.074
C 6.990 4.102 1.068
C 7.047 3.080 2.003
C 6.326 1.909 1.800
C 5.099 -0.757 -1.514
C 6.206 -0.200 -2.146
C 6.645 -0.736 -3.352
C 5.984 -1.819 -3.913
C 4.882 -2.377 -3.274
C 4.431 -1.843 -2.076
C 4.163 -1.346 1.712
C 3.149 -2.288 1.558
C 3.014 -3.303 2.494
C 3.882 -3.373 3.575
C 4.894 -2.435 3.723
C 5.043 -1.418 2.790
H 4.852 2.709 -1.161
H 6.173 4.760 -0.806
H 7.556 5.011 1.228
H 7.656 3.186 2.891
H 6.394 1.122 2.536
H 6.737 0.633 -1.702
H 7.513 -0.315 -3.844
H 6.338 -2.240 -4.846
H 4.388 -3.242 -3.699
H 3.579 -2.291 -1.574
H 2.457 -2.229 0.729
H 2.229 -4.039 2.378
H 3.773 -4.167 4.303
H 5.574 -2.496 4.563
H 5.846 -0.707 2.911
Cl -1.868 -5.830 -4.293
C -1.221 -4.604 -3.257
C -0.044 -3.957 -3.601
C 0.450 -2.961 -2.768
C -0.192 -2.583 -1.584
C 0.432 -1.490 -0.771
C -1.342 -3.300 -1.244
C -1.859 -4.291 -2.067
H 0.490 -4.256 -4.497
H 1.381 -2.467 -3.032
H 1.357 -1.197 -1.250
H 0.643 -1.791 0.257
H -1.848 -3.106 -0.310
H -2.753 -4.829 -1.781

=====

Below is a structure of composition C64H61BaN5P3, with properties calculated with ωB97M-V with the def2-TZVPD basis set.

Summary:
HOMO-LUMO gap (eV): 6.0364
HOMO energy (eV): -8.00
E (Ha): -3798.69762
E_LUMO (eV): -1.96
Charge: +1
ΔE to the lowest compared entry with this formula, charge and spin (eV): 0.462

Positions of all 134 atoms, in Å:
Ba 1.074 0.947 -0.388
C 4.329 3.130 -0.337
C 3.827 3.286 1.110
C 2.547 4.078 1.140
C 2.569 5.462 1.253
C 1.385 6.172 1.129
C 0.209 5.479 0.900
C 0.273 4.101 0.827
N 1.408 3.408 0.946
N 3.904 1.874 -0.988
C 3.913 2.103 -2.443
C 3.435 0.957 -3.300
C 4.092 0.649 -4.484
C 3.585 -0.351 -5.298
C 2.440 -1.019 -4.899
C 1.853 -0.649 -3.701
N 2.328 0.318 -2.919
C 4.860 0.827 -0.594
C 4.457 -0.587 -0.942
C 5.299 -1.407 -1.678
C 4.897 -2.701 -1.975
C 3.667 -3.136 -1.512
C 2.906 -2.253 -0.766
N 3.273 -1.006 -0.485
H 5.424 3.201 -0.369
H 3.946 3.962 -0.926
H 4.586 3.801 1.699
H 3.672 2.306 1.567
H 3.508 5.974 1.422
H 1.385 7.252 1.202
H -0.739 5.984 0.773
H -0.629 3.526 0.656
H 4.917 2.401 -2.778
H 3.239 2.943 -2.634
H 4.987 1.190 -4.760
H 4.079 -0.604 -6.227
H 2.006 -1.809 -5.495
H 0.959 -1.156 -3.352
H 4.973 0.873 0.493
H 5.850 1.038 -1.025
H 6.249 -1.026 -2.029
H 5.532 -3.351 -2.562
H 3.291 -4.130 -1.717
H 1.942 -2.568 -0.387
C -3.178 -0.167 1.686
C -3.329 1.301 1.945
C -3.798 1.719 3.187
C -3.941 3.062 3.496
C -3.602 4.013 2.549
C -3.149 3.614 1.301
C -3.020 2.263 0.967
P -2.274 1.724 -0.628
C -3.458 0.610 -1.493
C -2.820 -0.180 -2.457
C -3.524 -1.016 -3.307
C -4.900 -1.107 -3.174
C -5.542 -0.349 -2.210
C -4.854 0.528 -1.369
C -5.663 1.321 -0.377
C -2.211 3.217 -1.660
C -3.285 4.112 -1.741
C -3.166 5.335 -2.366
C -1.931 5.673 -2.929
C -0.891 4.775 -2.930
C -1.003 3.483 -2.360
C 0.066 2.520 -2.497
H -3.249 -0.733 2.614
H -2.208 -0.382 1.227
H -3.936 -0.551 0.998
H -4.054 0.965 3.923
H -4.311 3.361 4.469
H -3.699 5.068 2.772
H -2.899 4.371 0.571
H -1.742 -0.112 -2.558
H -3.005 -1.588 -4.066
H -5.474 -1.756 -3.824
H -6.620 -0.413 -2.114
H -5.639 0.862 0.614
H -6.703 1.364 -0.695
H -5.299 2.338 -0.262
H -4.227 3.853 -1.272
H -4.003 6.019 -2.410
H -1.802 6.639 -3.403
H 0.036 5.031 -3.431
H 0.816 2.838 -3.226
H -0.311 1.539 -2.815
N 0.040 -2.691 1.553
P 0.945 -1.415 2.225
C 0.196 -1.166 3.866
C -0.587 -0.029 4.055
C -1.239 0.184 5.262
C -1.117 -0.744 6.284
C -0.338 -1.882 6.106
C 0.321 -2.089 4.905
C 2.528 -2.195 2.679
C 2.926 -3.458 2.260
C 4.182 -3.948 2.598
C 5.051 -3.178 3.354
C 4.662 -1.911 3.775
C 3.411 -1.424 3.438
P -0.821 -2.473 0.102
C -2.475 -3.112 0.559
C -3.425 -3.281 -0.447
C -4.713 -3.684 -0.137
C -5.068 -3.930 1.183
C -4.128 -3.767 2.189
C -2.840 -3.352 1.880
C -0.265 -3.826 -1.005
C 0.285 -5.027 -0.568
C 0.678 -5.995 -1.481
C 0.515 -5.776 -2.843
C -0.037 -4.583 -3.290
C -0.413 -3.611 -2.374
H -0.035 -3.571 2.054
H -0.698 0.696 3.254
H -1.838 1.075 5.398
H -1.623 -0.580 7.227
H -0.238 -2.602 6.907
H 0.949 -2.964 4.778
H 2.263 -4.063 1.653
H 4.479 -4.936 2.270
H 6.028 -3.562 3.618
H 5.334 -1.308 4.373
H 3.107 -0.441 3.784
H -3.167 -3.083 -1.480
H -5.441 -3.802 -0.929
H -6.075 -4.244 1.426
H -4.399 -3.951 3.221
H -2.131 -3.189 2.684
H 0.402 -5.220 0.493
H 1.101 -6.928 -1.131
H 0.815 -6.536 -3.553
H -0.173 -4.409 -4.350
H -0.834 -2.671 -2.722

=====

Below is a cluster of 7 separate species, C64H69BrN2O12 in total at a distorted geometry, with properties calculated with ωB97M-V with the def2-TZVPD basis set.

Summary:
HOMO-LUMO gap (eV): 4.5521
HOMO energy (eV): -12.32
E (Ha): -6064.97660
E_LUMO (eV): -7.76
Charge: +2

Positions of all 148 atoms, in Å:
C 3.924 -1.420 -1.112
C 4.505 -1.472 0.421
C 3.278 -1.087 1.454
C 2.393 -2.466 1.680
C 1.113 -2.525 0.656
C 1.268 -3.580 -0.589
C 0.860 -2.965 -2.054
C -0.638 -2.297 -2.115
C -0.711 -1.243 -3.407
C -1.690 0.055 -3.113
C -1.095 1.472 -3.722
C 0.104 2.133 -2.765
C -0.484 3.583 -2.259
C 0.423 4.334 -1.118
C 0.281 3.725 0.398
N -0.827 2.711 0.583
C -0.560 1.195 0.682
C -1.747 0.066 0.878
C -3.308 0.585 0.970
C -4.636 -0.364 1.117
C -5.867 -0.079 0.023
C -7.239 -0.994 0.050
N -7.393 -2.122 1.091
C -8.684 -2.928 0.984
C -9.814 -2.402 2.057
C -10.461 -0.920 1.655
Br -11.276 -0.076 3.292
C -6.316 -2.393 2.141
C -4.880 -1.544 2.230
C -3.554 2.218 0.907
C -2.274 3.225 0.714
H 4.666 -0.837 -1.828
H 3.777 -2.491 -1.577
H 2.889 -0.861 -1.199
H 5.387 -0.710 0.558
H 4.822 -2.601 0.627
H 3.758 -0.714 2.468
H 2.592 -0.207 1.070
H 1.974 -2.410 2.788
H 3.064 -3.452 1.655
H 0.957 -1.434 0.227
H 0.156 -2.808 1.293
H 2.394 -3.969 -0.659
H 0.605 -4.533 -0.376
H 1.612 -2.178 -2.483
H 0.852 -3.874 -2.816
H -1.434 -3.157 -2.192
H -0.889 -1.672 -1.154
H -1.199 -1.865 -4.299
H 0.364 -0.899 -3.757
H -2.692 -0.160 -3.724
H -1.997 0.145 -1.965
H -0.681 1.313 -4.829
H -2.011 2.227 -3.804
H 0.455 1.417 -1.908
H 1.060 2.332 -3.444
H -1.615 3.448 -1.989
H -0.464 4.294 -3.218
H 1.548 4.300 -1.509
H 0.100 5.483 -1.106
H 1.335 3.251 0.673
H 0.066 4.656 1.111
H 0.572 0.827 0.605
H -1.512 -1.102 0.955
H -5.720 0.776 -0.791
H -8.113 -0.802 -0.720
H -9.141 -2.718 -0.099
H -8.504 -4.102 1.013
H -10.713 -3.177 2.001
H -9.352 -2.294 3.128
H -9.623 -0.165 1.272
H -11.245 -1.001 0.761
H -6.518 -3.277 2.909
H -4.047 -1.786 3.034
H -4.656 2.611 0.972
H -2.483 4.392 0.674
C -1.117 9.812 1.739
C -0.700 8.542 1.756
C 0.371 8.075 0.854
O 0.751 6.913 0.868
C 0.964 9.066 -0.066
C 0.548 10.335 -0.083
C -0.523 10.803 0.819
O -0.904 11.965 0.805
H -1.902 10.171 2.394
H -1.125 7.804 2.426
H 1.749 8.707 -0.720
H 0.973 11.074 -0.753
C 6.548 -5.933 2.717
C 6.909 -6.860 3.608
C 6.012 -7.252 4.713
O 6.342 -8.100 5.531
C 4.699 -6.580 4.793
C 4.338 -5.653 3.901
C 5.236 -5.261 2.797
O 4.905 -4.414 1.979
H 7.195 -5.633 1.901
H 7.868 -7.363 3.563
H 4.053 -6.880 5.609
H 3.379 -5.150 3.947
C 4.331 13.591 -0.722
C 5.592 13.725 -1.144
C 6.378 12.559 -1.594
O 7.533 12.681 -1.978
C 5.716 11.240 -1.560
C 4.455 11.106 -1.138
C 3.669 12.272 -0.689
O 2.514 12.150 -0.304
H 3.741 14.436 -0.389
H 6.092 14.686 -1.176
H 6.306 10.395 -1.893
H 3.956 10.145 -1.107
C 9.866 -9.192 -0.612
C 9.519 -8.054 -0.004
C 9.750 -7.855 1.441
O 9.431 -6.815 1.998
C 10.381 -8.963 2.187
C 10.728 -10.101 1.579
C 10.497 -10.299 0.134
O 10.817 -11.340 -0.424
H 9.703 -9.354 -1.670
H 9.056 -7.232 -0.537
H 10.544 -8.801 3.245
H 11.191 -10.923 2.112
C 7.476 -5.492 -4.118
C 6.364 -5.471 -4.860
C 5.030 -5.358 -4.238
O 4.012 -5.341 -4.916
C 4.972 -5.269 -2.765
C 6.083 -5.290 -2.023
C 7.417 -5.403 -2.645
O 8.435 -5.421 -1.967
H 8.462 -5.575 -4.558
H 6.390 -5.535 -5.941
H 3.986 -5.186 -2.325
H 6.057 -5.227 -0.942
C -15.814 0.996 -0.549
C -16.690 1.779 0.088
C -16.618 1.979 1.549
O -17.421 2.694 2.133
C -15.539 1.284 2.278
C -14.662 0.501 1.640
C -14.735 0.300 0.180
O -13.932 -0.414 -0.404
H -15.854 0.838 -1.620
H -17.487 2.297 -0.432
H -15.499 1.442 3.348
H -13.865 -0.017 2.161

=====

The highest E belongs to which entry? C64H61BaN5P3